(1)
ORCA calculation (the ωB97M-V functional and the def2-TZVPD basis) on a 2-piece molecular cluster, C38H44F6N5O2 overall at a distorted geometry.

The orbital gap is 7.104 eV. The total energy is -2497.7253 hartree. As for the total charge: +1. The value obtained for the highest occupied orbital energy is -11.141 eV.

Geometry (Å):
F: -3.9313 -4.8076 1.1494
F: 1.6856 -5.3622 -1.5970
F: 1.7941 -3.1780 -1.9139
F: -3.6868 -3.6346 -0.7098
F: -3.0842 -5.7541 -0.6538
F: 2.9806 -4.1280 -0.3184
O: 1.6529 -1.0208 2.6570
O: 5.3076 -0.2897 -2.7010
N: 4.7374 1.7270 0.1227
N: 0.9218 -1.0283 4.8426
N: 6.4279 1.0707 -1.2049
N: -0.0494 -2.4689 3.3269
N: 2.4847 2.4003 4.9334
C: 4.5389 4.4704 3.9659
C: 4.8909 -1.2044 0.6901
C: 2.0143 3.4768 5.8103
C: 4.6767 2.6124 2.3774
C: -1.7160 -4.1857 0.4992
C: 5.9652 4.6247 0.2131
C: 6.8857 -2.5733 0.6158
C: 5.9306 4.4406 4.2486
C: 0.8336 -3.3423 1.2292
C: -0.2377 -3.1364 2.1083
C: 0.2215 1.8423 5.6450
C: 4.1662 0.7052 -0.7656
C: 5.1211 -0.9616 2.0480
C: 7.8686 3.7462 -1.0786
C: 6.5823 5.5958 4.6690
C: 1.9046 -0.0092 5.2538
C: 3.8135 5.6575 4.2406
C: 6.2850 -1.4255 2.6573
C: -0.6624 -4.3585 -0.3923
C: 7.7255 0.7809 -1.7575
C: 0.5021 3.3010 6.0088
C: 6.3760 3.5675 -0.8040
C: 4.0839 2.0528 1.2525
C: 5.3233 0.4164 -1.6964
C: -3.1060 -4.5988 0.0801
C: 5.5827 3.7614 -2.0968
C: 3.7265 -0.5638 -0.0313
C: 4.4606 6.7949 4.7065
C: 1.4301 1.3684 4.8219
C: 1.7621 -4.1615 -0.9496
C: 3.9141 3.3742 3.2679
C: 5.8498 6.7696 4.9049
C: -1.5185 -3.5986 1.7451
C: 7.1758 -2.2301 1.9400
C: 0.6140 -3.9561 0.0029
C: 0.9228 -1.4798 3.5372
C: 6.1238 2.1086 -0.2321
C: 5.7475 -2.0682 -0.0010
H: -0.0833 3.9709 5.3651
H: 6.4961 3.5139 4.1014
H: 6.5238 4.5107 1.1518
H: 7.8329 1.2148 -2.7609
H: 0.5654 -1.6521 5.5581
H: 8.5071 1.1629 -1.0976
H: 2.7389 5.6813 4.0260
H: 0.1809 1.2558 6.5671
H: 0.2550 3.5339 7.0500
H: 2.9144 -0.3442 0.6708
H: 1.1384 1.3179 3.7627
H: 5.5069 -2.3347 -1.0352
H: 5.8752 3.0356 -2.8654
H: 7.5519 -3.2286 0.0485
H: 3.3401 -1.2513 -0.8006
H: 5.7900 4.7629 -2.4993
H: -2.3490 -3.4649 2.4337
H: 3.3593 1.9952 5.2793
H: -0.7803 -2.5176 4.0240
H: 1.9495 -0.0363 6.3520
H: 6.3718 7.6898 5.1854
H: 4.5034 3.6890 -1.9235
H: 3.3438 1.1581 -1.3468
H: 1.8397 -3.0158 1.4898
H: 2.5542 3.4691 6.7736
H: 3.8824 7.7075 4.8620
H: 6.4896 -1.1568 3.6973
H: 2.8301 3.3662 3.1492
H: 6.1914 5.6246 -0.1923
H: 8.2022 3.1980 -1.9643
H: 8.4723 3.4369 -0.2165
H: 4.8919 4.5893 0.4267
H: 2.8928 -0.2479 4.8357
H: 5.7413 2.4460 2.5391
H: 6.7652 1.9927 0.6643
H: 8.0862 -2.6025 2.4122
H: 7.8232 -0.3064 -1.8421
H: 2.2164 4.4484 5.3656
H: 8.0900 4.8052 -1.2708
H: 7.6709 5.5897 4.7764
H: 3.0138 1.8043 1.2586
H: -0.8285 -4.8116 -1.3608
H: -0.7210 1.6900 5.1050
H: 4.3761 -0.3944 2.6118

(2)
ORCA calculation (the ωB97M-V functional and the def2-TZVPD basis) on a 6-piece molecular cluster, C38H45B2ClN3O5S2 overall at a distorted geometry.

The orbital gap is 6.267 eV. The total energy is -3321.6958 hartree. As for the total charge: +1. The value obtained for the highest occupied orbital energy is -10.752 eV.

Geometry (Å):
Cl: -6.6702 -4.3405 -3.8042
S: 0.3557 -2.1042 -2.6467
S: -5.7224 -3.2481 -2.3935
O: -3.6723 -0.3975 -3.8548
O: -1.4341 0.0636 -4.1240
O: 1.4777 -2.3195 0.4626
O: -4.3268 -3.5172 -2.5194
O: -6.1389 -1.8884 -2.5390
N: 0.3718 -4.5083 0.1761
N: -1.8153 -2.3105 0.6407
N: -0.8912 -2.3727 -0.3229
C: 0.7825 6.0232 3.1276
C: 3.0886 0.9936 2.2791
C: 4.7700 3.5955 -0.4915
C: 3.7178 1.8755 3.1459
C: -0.8691 5.1089 -4.0824
C: 2.7249 -0.2715 2.7147
C: 2.9954 -0.6593 4.0201
C: 3.9826 1.4920 4.4526
C: 0.7839 5.0356 -2.3353
C: -3.1310 -1.1045 -0.9562
C: 5.8347 4.0822 -1.2370
C: -0.5376 4.9238 -2.7469
C: 1.1449 -9.5301 2.3749
C: 3.8759 5.8201 -0.3129
C: -6.3203 -3.8689 -0.8260
C: -2.1757 -1.1610 -1.9221
C: -2.9209 -1.6964 0.2941
C: 1.4421 5.5297 -4.5933
C: 0.1221 5.4094 -5.0062
C: 3.6234 0.2231 4.8891
C: -0.7524 -8.1893 0.8561
C: 3.7892 4.4643 -0.0315
C: -0.0724 -7.5213 1.8655
C: 0.8737 -8.1927 2.6276
C: -5.3286 -2.1843 0.7476
C: 1.2224 4.7280 2.8951
C: -0.7162 5.8527 1.2541
C: 0.6920 3.9948 1.8433
C: -5.2299 -3.6157 0.2169
C: 0.4681 -10.1965 1.3632
C: 1.7736 5.3412 -3.2585
C: -4.0183 -1.6271 1.3199
C: -0.4829 -9.5273 0.6057
C: -1.0151 -1.8685 -1.5352
C: 4.9389 6.3066 -1.0610
C: 5.9171 5.4374 -1.5249
C: -0.1835 6.5873 2.3043
C: -0.2791 4.5552 1.0265
B: -2.4260 -0.4713 -3.3574
B: 0.4206 -3.1019 0.1126
H: -6.4948 -4.9289 -0.9652
H: 3.1126 6.4980 0.0493
H: 6.7443 5.8168 -2.1102
H: 4.0010 2.8630 2.8015
H: -0.5211 7.5999 2.4814
H: -1.4708 6.2916 0.6139
H: -1.0145 -10.0495 -0.1791
H: 5.0051 7.3637 -1.2833
H: 0.2543 -4.9776 -0.7123
H: 1.2072 -4.8554 0.6330
H: 2.2135 5.7715 -5.3127
H: -5.3279 -4.3364 1.0169
H: 2.8781 1.2949 1.2588
H: -4.1740 -0.5709 1.5266
H: 4.4682 2.1808 5.1313
H: 1.1938 6.5948 3.9491
H: -0.2823 -6.4772 2.0592
H: -3.7232 -2.1015 2.2458
H: 2.2284 -0.9419 2.0248
H: 2.7171 -1.6484 4.3611
H: 1.8835 -10.0537 2.9673
H: -1.8993 5.0217 -4.4033
H: 1.3997 -7.6743 3.4190
H: -0.1348 5.5525 -6.0476
H: 2.0521 -2.1676 -0.2936
H: -4.0640 -0.5951 -1.1256
H: 0.6809 -11.2387 1.1658
H: 3.8313 -0.0770 5.9077
H: -1.3127 4.6935 -2.0251
H: 2.9564 4.0867 0.5471
H: -4.2882 -3.8329 -0.2820
H: -6.0495 -2.2053 1.5589
H: -1.4947 -7.6666 0.2651
H: -0.0325 -3.2344 -3.2620
H: 1.0370 2.9844 1.6595
H: -4.3443 -0.8260 -3.3120
H: 1.9776 4.2882 3.5338
H: 1.0432 4.8864 -1.2953
H: -0.7824 0.4813 -3.5519
H: -5.7222 -1.4844 0.0196
H: 2.8030 5.4332 -2.9356
H: -0.6947 3.9787 0.2089
H: 4.7055 2.5373 -0.2677
H: -7.2267 -3.3303 -0.5813
H: 6.6010 3.4059 -1.5931

(3)
ORCA calculation (the ωB97M-V functional and the def2-TZVPD basis) on C38H45ClIN8O4PbS as an isolated structure at a distorted geometry.

The orbital gap (spin up / spin down) is 4.485 / 5.123 eV. Its energy above the lowest of the compared OMol25 structures with the same formula, charge and spin is 0.888 eV. The total energy is -3562.0944 hartree. As for the total charge: +3. The value obtained for the highest occupied orbital energy (spin up / spin down) is -15.617 / -15.684 eV.

Geometry (Å):
Pb: -16.2322 -12.1964 12.1057
I: -13.1591 -10.3584 10.6140
Cl: -11.1055 -13.9167 17.5550
S: -17.2266 -9.7422 10.2195
O: -15.2648 -13.7499 13.5210
O: -14.5088 -13.5077 9.8263
O: -15.9667 -13.3453 8.0755
O: -21.3488 -16.8000 9.3838
N: -17.9942 -13.9252 11.6743
N: -18.0373 -10.8008 13.2058
N: -12.0992 -13.2708 10.6142
N: -12.7698 -15.0264 7.9928
N: -16.0976 -8.1097 8.4082
N: -16.0979 -10.3023 7.8414
N: -15.4693 -10.8401 14.1000
N: -21.0582 -18.0245 11.3516
C: -12.4622 -13.8038 16.5387
C: -14.9213 -13.8166 8.5923
C: -19.3463 -10.8715 12.9633
C: -20.2444 -9.8665 13.3010
C: -16.1174 -6.9667 9.3221
C: -17.5154 -9.6602 13.7126
C: -14.7392 -9.6931 3.3195
C: -19.7239 -8.6535 13.6893
C: -18.3186 -8.5069 13.9115
C: -18.4893 -14.0134 10.4257
C: -14.0244 -12.5199 15.2312
C: -15.5342 -8.4196 14.5609
C: -10.4725 -12.9972 12.8900
C: -14.6207 -11.2250 15.0232
C: -15.4491 -8.8035 4.3706
C: -13.9760 -14.9610 15.0447
C: -19.8234 -15.9730 10.9977
C: -15.3597 -10.1775 6.5716
C: -20.7921 -16.9920 10.4571
C: -16.2187 -9.5535 5.4480
C: -11.1060 -11.8891 12.3303
C: -17.6995 -7.3298 14.3137
C: -10.4966 -14.2262 12.1944
C: -14.2452 -15.0451 7.9797
C: -11.3332 -14.2980 11.0740
C: -11.9468 -12.0844 11.2266
C: -12.9753 -15.0166 15.9776
C: -19.4245 -14.9785 10.0530
C: -17.0607 -4.4805 7.6479
C: -16.3313 -7.2829 14.6437
C: -18.0192 -5.5452 8.1581
C: -18.3941 -14.8272 12.5720
C: -14.4705 -13.7393 14.5337
C: -19.3071 -15.8592 12.2849
C: -17.4926 -6.2605 9.3953
C: -16.1084 -9.6442 14.1359
C: -16.4446 -9.3620 8.7458
C: -12.9993 -12.5940 16.1628
H: -16.0524 -4.8473 7.4821
H: -18.0281 -13.3233 9.6829
H: -14.3084 -10.4330 15.7308
H: -15.0539 -11.1921 6.3471
H: -14.6127 -15.1725 6.9463
H: -12.3462 -15.8857 7.6492
H: -14.0848 -10.4324 3.8083
H: -12.5949 -11.7075 16.5928
H: -12.3721 -14.2678 7.4523
H: -15.8712 -6.3644 14.9175
H: -17.4212 -5.5393 10.2351
H: -14.6312 -15.9230 8.5533
H: -21.5150 -18.7754 10.8212
H: -16.9131 -3.6970 8.4302
H: -20.3964 -7.7785 13.7951
H: -14.6809 -8.1822 4.8421
H: -17.9569 -14.7547 13.5672
H: -12.5057 -15.9651 16.2950
H: -20.2655 -18.4341 11.8389
H: -9.8267 -15.0192 12.5169
H: -14.4793 -8.4393 14.7976
H: -16.8662 -10.2925 5.0010
H: -15.4825 -10.2742 2.7819
H: -18.1665 -6.2739 7.3420
H: -19.0134 -5.1745 8.3633
H: -16.3630 -11.2506 8.1229
H: -14.4490 -9.5859 6.7307
H: -21.2914 -10.0846 13.3124
H: -19.8224 -15.0013 9.0337
H: -18.2160 -7.0242 9.7083
H: -16.9188 -8.8182 5.9387
H: -11.3665 -15.2334 10.4846
H: -17.4934 -3.9871 6.7423
H: -14.5054 -15.8517 14.6526
H: -14.1580 -9.1139 2.5556
H: -15.3167 -6.2544 9.0661
H: -13.4365 -13.4508 9.9573
H: -19.6871 -11.8575 12.5597
H: -15.9530 -7.4158 10.3168
H: -18.2809 -6.4013 14.4742
H: -16.1290 -8.1212 3.8478
H: -15.8810 -7.9429 7.4278
H: -19.6090 -16.5656 13.0922
H: -9.8545 -12.8318 13.7528
H: -10.9946 -10.9274 12.7734

(4)
ORCA calculation (the ωB97M-V functional and the def2-TZVPD basis) on a 4-piece molecular cluster, C38H45F13IN3O7S overall at a distorted geometry.

The orbital gap is 7.845 eV. Its SMILES is C#Cc1c(I)c(CCC(F)(F)C(F)(F)C(F)(F)C(F)(F)S(F)(F)(F)(F)F)c2nc(C=C)c(OC[C@@H](C)CC(C)C)nc2c1CN.O=C1CCCO1.O=C1CCCO1.O=C1CCCO1. The total energy is -4159.9270 hartree. As for the total charge: 0. The value obtained for the highest occupied orbital energy is -8.388 eV.

Geometry (Å):
I: -4.8971 -6.6322 0.9300
S: 2.5420 -6.0319 -0.2946
F: 1.4301 -6.6226 0.6996
F: -2.7691 -6.8161 -4.2312
F: -0.9673 -5.2214 -3.3785
F: -0.5360 -5.5633 -0.9300
F: -2.0752 -8.5910 -3.1737
F: -0.0227 -7.0703 -4.0592
F: 3.7510 -5.4919 -1.2287
F: 1.9855 -7.6644 -2.2760
F: 3.4457 -5.6896 0.9928
F: 1.8834 -5.5632 -2.7875
F: 1.9654 -4.5392 -0.2364
F: -0.3393 -7.7949 -1.1153
F: 3.2457 -7.4984 -0.3004
O: 1.4760 4.8864 1.5683
O: -2.3816 5.5263 6.4754
O: -1.6771 6.5027 4.5723
O: 2.5211 8.8438 0.7622
O: 3.2151 7.2313 2.1739
O: -1.0001 0.3556 -1.6444
O: 1.0570 3.4245 -0.0895
N: -1.8964 -1.1432 -0.1369
N: -1.0151 -1.7076 2.5580
N: -2.4209 -2.9551 -2.4097
C: -3.8989 -4.3770 2.9910
C: -0.0006 -6.5879 -1.6449
C: -2.8669 -2.7643 1.3574
C: -2.0207 5.5932 7.8649
C: 1.5295 0.0739 -1.4212
C: -3.4489 -4.4877 -0.8391
C: -2.1605 -7.2272 -3.0499
C: 0.7016 4.0007 0.9044
C: 0.8044 5.3147 2.7700
C: -1.8443 -1.7662 -2.4955
C: -4.4240 -4.4279 4.0820
C: -2.5012 -2.3693 0.0073
C: -3.8294 -4.8343 0.4600
C: 2.7751 -0.5537 -3.6748
C: -0.4931 6.9226 6.6431
C: 1.7209 -1.4418 -1.0513
C: -0.5702 6.0380 7.8788
C: 1.7554 0.4006 -2.9449
C: -1.5482 6.3116 5.7485
C: 1.9613 -1.5616 -4.5430
C: -3.7884 -5.4338 -2.0261
C: 2.6729 9.1203 -0.6391
C: -1.5731 -0.8539 -1.3780
C: -1.4517 -1.2987 -3.8901
C: 3.9852 7.2225 -0.1184
C: -0.6650 5.0488 2.5187
C: 3.2321 7.7327 1.0884
C: -3.1231 -6.8490 -1.9044
C: 0.1789 0.6073 -0.8443
C: -0.7561 -6.5304 -3.0453
C: -2.7583 -3.2154 -1.1053
C: 1.5436 -6.4612 -1.8393
C: -0.6213 3.8230 1.6169
C: -2.5090 -1.7973 2.5159
C: -3.5204 -3.9663 1.6193
C: 3.6112 0.3289 -4.6899
C: 3.9614 8.4293 -1.0450
C: -1.4597 -2.1888 -4.8968
H: -1.3851 -3.2774 -4.7387
H: 0.2809 1.7175 -0.7938
H: 1.0067 6.3684 2.9449
H: -1.4476 3.8099 0.9093
H: 2.3294 0.6307 -0.8775
H: 2.2207 1.4175 -2.9635
H: -4.8900 -5.5935 -1.9443
H: -2.8146 -2.2160 3.4956
H: 3.4442 6.3727 -0.5393
H: -2.1553 4.6150 8.3234
H: -3.6302 -4.9251 -2.9913
H: -1.5779 -1.8605 -5.9476
H: -0.7838 -1.4566 3.5236
H: -1.1060 5.8868 1.9755
H: -3.9312 -7.6140 -1.9121
H: -1.2338 4.9046 3.4247
H: 0.4879 6.8805 6.1751
H: 2.7168 10.1972 -0.7948
H: 1.8033 8.7222 -1.1680
H: 4.9996 6.9356 0.1477
H: 4.8141 9.0765 -0.8264
H: 3.9977 8.1737 -2.1034
H: 2.6435 -2.1503 -5.1925
H: -0.5932 2.8938 2.1904
H: -2.6567 -6.9484 -0.9016
H: 1.3912 -2.3026 -3.9386
H: 3.5083 -1.0258 -2.9950
H: 4.1195 -0.3644 -5.3973
H: 0.0842 5.1726 7.7516
H: 1.1992 -1.0085 -5.1343
H: -2.9752 -0.7989 2.3463
H: 2.8113 -1.6090 -0.8871
H: -2.6803 6.3093 8.3610
H: -0.2833 6.5421 8.8007
H: 4.4187 0.8069 -4.0903
H: 2.9690 1.0716 -5.1971
H: -0.7692 7.9555 6.8619
H: 0.8052 0.5132 -3.5100
H: -4.8752 -4.3403 5.0665
H: -0.7117 -0.8859 2.0305
H: 1.1942 4.7355 3.6120
H: 1.2423 -1.6756 -0.0740
H: 1.4126 -2.1530 -1.8410
H: 0.0995 0.2600 0.2049
H: -1.1879 -0.2544 -4.1061

> total charge of number 4 (C38H45F13IN3O7S)?

0